# 1
The following is a DFT calculation (ωB97M-V with the def2-TZVPD basis set) of a structure of composition C20H53BrO19PbS6 at a distorted geometry.

Each line ends with the Löwdin charge.
CARTESIAN COORDINATES (ANGSTROEM)
O1 0.3454 -4.2686 2.3282  -0.2710
H1 -3.6593 4.7076 -2.0430  0.1154
H2 0.2297 4.5212 1.8564  0.0594
H3 2.7491 -1.7105 -4.3623  0.0258
O2 -4.2990 -1.6310 0.7337  -0.2924
H4 -2.9631 -3.5960 -0.5613  0.0324
O3 -0.5129 1.8890 -1.0889  -0.4278
C1 1.9976 1.6280 -4.1371  -0.2612
S1 1.9266 3.2841 0.7099  0.6982
H5 0.2769 -0.2020 4.1081  0.0718
H6 -2.6078 -0.0754 3.4975  0.0566
C2 -4.8452 -0.7798 -4.1329  -0.0876
H7 -4.8451 -1.8694 -4.1630  0.0794
H8 5.7543 4.4804 2.0775  0.0774
H9 -3.0228 -2.9986 -2.3817  0.0520
H10 2.8702 -4.2325 3.2624  0.1078
H11 0.6692 3.4847 -3.9520  0.0768
C3 -2.8352 -4.2743 2.2073  -0.3075
C4 5.0917 4.9773 2.7861  -0.0530
H12 -2.0849 5.3127 -2.5895  0.1149
C5 -2.8027 2.5782 0.0374  -0.0851
H13 4.3600 -3.1905 3.6494  0.1170
O4 -4.7126 -0.7800 -1.6942  -0.2647
O5 3.2873 3.4562 1.7655  -0.3072
S2 -0.4128 -4.0880 1.1116  0.7207
H14 -4.4042 0.8404 -3.0485  0.1049
H15 -1.5426 0.7203 4.7348  0.0534
C6 -3.4657 -3.0986 -1.3907  -0.0899
H16 -4.6327 -5.0636 1.1191  0.0681
H17 -0.6667 -5.3616 -0.9084  0.0648
H18 -3.2619 5.4461 -4.5754  0.0766
O6 2.3394 -1.7994 0.3770  -0.4410
S3 -3.6272 -1.4767 -0.5754  0.7178
C7 -4.1413 -0.2117 -2.9390  -0.2709
O7 3.3301 1.3733 -3.6851  -0.2487
O8 4.3615 -3.2422 1.0404  -0.2984
H19 -2.2316 -4.2009 3.1120  0.1147
H20 4.6046 -1.3403 -4.4072  0.0673
H21 -4.3785 4.1034 -4.0994  0.0771
C8 3.6846 4.8739 2.0625  -0.2359
O9 2.7892 -2.2181 2.8172  -0.2549
H22 2.7159 -2.0734 5.1873  0.0766
Br1 0.0335 -2.1290 -3.0167  -0.2418
C9 1.6611 3.0741 -3.7634  -0.0451
C10 -1.7734 -0.1943 4.1887  -0.1094
C11 0.6636 3.5408 2.0530  -0.0865
O10 2.2568 -0.1250 -1.8613  -0.5584
H23 -2.6835 3.8999 -4.7836  0.0795
O11 1.9204 4.3765 -0.2127  -0.2929
H24 5.0455 4.6183 3.8143  0.0709
H25 3.6797 -2.2062 -3.1954  0.0559
H26 -3.0747 -0.1245 -3.1462  0.1159
H27 1.7384 3.2718 -2.6942  0.0565
H28 5.1882 6.0628 2.8079  0.0714
H29 0.4998 -6.2848 0.0725  0.0729
S4 -1.3793 3.1151 -0.9564  0.7195
H30 -0.0757 2.7399 2.0449  0.0360
H31 3.7915 5.4382 1.1361  0.1028
H32 -3.2794 1.8270 -0.5923  0.0473
O12 1.9328 1.8951 0.2046  -0.3722
H33 2.0731 1.4729 -5.2133  0.1217
H34 5.5939 -0.9205 1.5368  0.0681
H35 1.6940 -3.5189 4.9842  0.0717
C12 -3.3480 4.4578 -4.1238  -0.0555
H36 1.2322 0.9323 -3.7933  0.0947
O13 -1.9533 -4.7745 1.2865  -0.2914
C13 4.5552 -0.6092 1.4254  -0.0505
H37 1.0781 3.5034 3.0604  0.0697
H38 -0.3962 -1.6029 3.3295  0.0591
Pb1 0.3427 -0.4873 -0.3405  1.4130
H39 3.2598 -3.6556 5.8405  0.0779
H40 2.8939 5.2455 2.7143  0.1027
H41 -1.8171 -1.0521 4.8597  0.0576
O14 -2.3369 -0.7333 -0.6367  -0.4458
H42 -3.6024 3.3186 0.0578  0.0716
O15 -0.6401 -2.7675 0.4885  -0.4350
C14 3.6548 -1.3525 -3.8727  -0.0978
S5 3.4457 -2.1145 1.2768  0.7286
O16 4.8175 0.2031 -2.0271  -0.2932
H43 4.1624 0.0038 2.2365  0.0727
H44 2.5018 3.6530 -4.1457  0.0809
C15 2.7194 -3.1532 5.0383  -0.0487
O17 -0.8650 4.4404 -0.6213  -0.2824
H45 -5.8615 -0.4333 -4.3208  0.0767
O18 -0.2649 0.2512 2.0989  -0.4840
C16 0.1584 -5.2862 -0.2002  -0.0681
H46 -4.8634 -4.6791 2.9122  0.0791
H47 -4.0165 -6.1070 2.3280  0.0680
H48 -2.6387 2.1028 1.0045  0.0790
C17 -2.8053 4.5007 -2.6879  -0.2825
C18 -0.4718 -0.5168 3.3812  -0.3810
H49 -4.4476 -3.5699 -1.4340  0.0755
C19 3.2747 -3.2787 3.6012  -0.3104
C20 -4.2105 -5.0540 2.1240  -0.0200
H50 -2.9642 -3.2030 2.0528  0.0902
O19 -2.2740 3.2371 -2.3308  -0.2763
H51 1.0314 -4.7745 -0.6052  0.0604
S6 3.5117 0.0968 -2.6767  0.7278
H52 4.5684 -0.1690 0.4283  0.0386
H53 -4.3642 -0.2950 -4.9825  0.0850

lowest unoccupied orbital energy	0.39	eV
HOMO-LUMO gap	7.409	eV
M	1077.13	g mol⁻¹


# 2
The following is a DFT calculation (ωB97M-V with the def2-TZVPD basis set) of a structure of composition C6H6CrO2 at a distorted geometry.

Each line ends with the Mulliken spin population.
CARTESIAN COORDINATES (ANGSTROEM)
H1 -0.8005 -1.6676 2.7980  0.0011
O1 0.8873 1.4802 -0.1748  -0.0072
C1 0.3348 -0.4899 1.3501  -0.0086
H2 -3.4174 0.1750 -0.5030  0.0015
H3 -1.5121 1.4350 -1.4504  0.0001
H4 -2.7030 0.0296 2.1263  0.0024
Cr1 2.7214 1.1424 0.5700  4.9675
C2 -1.3940 0.8523 -0.5348  -0.0091
C3 -0.6679 -1.0790 1.8967  0.0061
C4 -0.1118 0.8016 -0.0032  0.0035
H5 1.9588 -0.8270 2.3732  -0.0018
C5 -2.4680 0.1608 0.0355  0.0202
H6 -2.9828 -1.4981 1.2384  0.0008
O2 1.6580 -0.3759 1.5724  0.0199
C6 -2.3997 -0.5667 1.2526  0.0036

lowest unoccupied orbital energy (spin up / spin down)	-4.29 / -4.31	eV
energy above the lowest of the compared OMol25 structures with the same formula, charge and spin	284.7	kJ/mol
total charge	+1
HOMO-LUMO gap (spin up / spin down)	7.035 / 9.355	eV
M	162.11	g mol⁻¹
<S²>	8.753
multiplicity	6


# 3
The following is a DFT calculation (ωB97M-V with the def2-TZVPD basis set) of the molecule C5H7NO at a distorted geometry.

Each line ends with the Löwdin charge.
CARTESIAN COORDINATES (ANGSTROEM)
O1 -1.8656 -0.8121 1.3894  -0.0703
H1 -3.0426 0.8623 0.9777  0.1166
C1 1.5916 -0.3676 -1.7513  -0.1338
C2 0.0634 0.8795 0.0166  0.0242
C3 0.8434 -0.2429 -0.4811  -0.3482
H2 1.7034 0.4860 -2.4169  0.1098
H3 -1.0855 -1.0445 0.8343  0.0622
N1 2.2824 -0.4081 -0.4657  0.0236
H4 1.5141 -1.3342 -2.2432  0.1015
H5 -2.0803 0.9658 2.4619  0.1184
H6 2.7789 0.4493 -0.2407  0.0994
H7 0.3066 -1.1693 -0.1503  0.1380
C4 -2.0705 0.6009 1.4228  -0.2425
C5 -0.9392 1.1347 0.6464  0.0012

lowest unoccupied orbital energy	0.51	eV
energy above the lowest of the compared OMol25 structures with the same formula, charge and spin	443.1	kJ/mol
HOMO-LUMO gap	9.900	eV
M	97.12	g mol⁻¹


# 4
The following is a DFT calculation (ωB97M-V with the def2-TZVPD basis set) of a structure of composition H14NaO7.

Each line ends with the Löwdin charge.
CARTESIAN COORDINATES (ANGSTROEM)
O1 -1.5996 1.6333 0.8675  -0.0280
H1 1.3421 -1.0538 1.6995  -0.0205
H2 -1.5888 2.0994 1.7035  0.0565
H3 2.2578 1.3510 -1.8471  0.0538
O2 0.8893 0.7057 2.0871  -0.0181
O3 -1.6951 -1.8796 1.0615  -0.0219
H4 -0.1681 -1.4913 -3.2487  0.0561
O4 1.5771 -1.8173 1.1721  -0.0347
H5 -2.4782 -2.3023 0.7090  0.0550
H6 -2.4896 1.7544 0.5367  0.0675
O5 2.2097 1.2162 -0.9007  -0.0195
H7 -1.9542 -1.5841 1.9343  0.0493
H8 -1.7095 0.7534 -2.1490  0.0497
H9 0.2771 1.2595 2.5716  0.0663
O6 -0.1451 -1.5158 -2.2921  -0.0246
H10 3.0964 0.9574 -0.6497  0.0573
H11 1.6579 1.2598 1.9510  0.0806
H12 -0.7934 1.7303 -2.8549  0.0629
H13 0.6908 -1.9325 -2.0827  0.0545
Na1 -0.0565 -0.0055 -0.0889  0.4283
H14 1.6888 -2.5234 1.8086  0.0569
O7 -1.0088 1.3854 -1.9884  -0.0274

lowest unoccupied orbital energy	-3.09	eV
energy above the lowest of the compared OMol25 structures with the same formula, charge and spin	46.9	kJ/mol
total charge	+1
HOMO-LUMO gap	11.441	eV
M	149.10	g mol⁻¹


# 5
The following is a DFT calculation (ωB97M-V with the def2-TZVPD basis set) of a structure of composition C2H6N2 at a distorted geometry.

Each line ends with the Löwdin charge.
CARTESIAN COORDINATES (ANGSTROEM)
C1 -0.1856 -1.0777 -0.0314  -0.3480
H1 1.8097 1.7973 0.1053  0.0935
H2 0.3206 1.5302 0.9771  0.0621
C2 0.8947 1.0921 0.1658  -0.1496
H3 0.5821 0.7900 -0.7884  0.0309
N1 -1.6494 -0.8845 0.0492  0.0852
H4 -0.8318 -0.7198 -0.9488  0.1391
H5 -2.0487 -0.0558 0.4543  0.0353
N2 1.0810 -0.3960 0.0395  -0.0211
H6 0.0274 -2.0757 -0.0224  0.0726

lowest unoccupied orbital energy	-0.09	eV
energy above the lowest of the compared OMol25 structures with the same formula, charge and spin	675.2	kJ/mol
HOMO-LUMO gap	8.704	eV
M	58.08	g mol⁻¹


Among the records above, which one has the highest M?
C20H53BrO19PbS6